Record 1
ORCA calculation (ωB97M-V with the def2-TZVPD basis set) on 2 unconnected molecules or ions with the total composition C4H11O2S2.

XYZ file:
```
19
Properties=species:S:1:pos:R:3:lowdin_charge:R:1
C 0.43622 -0.69257 1.20159 -0.217
C 0.97192 0.88065 1.30012 -0.408
O -0.02960 1.60883 1.84437 -0.284
C 1.30757 -1.59618 0.34278 -0.574
S 0.68606 -2.35762 -1.18174 0.399
S 0.26586 -1.00435 -2.58555 0.338
C -1.17970 0.03930 -2.22176 -0.469
H 0.39427 -1.03959 2.26138 0.090
H -0.68212 -0.72006 1.04186 0.105
H 1.31766 1.21618 0.32528 0.081
H 1.92259 0.91940 1.76708 0.064
H 2.16739 -1.04471 0.00082 0.054
H 1.42283 -2.51859 0.88177 0.036
H -1.92727 -0.56913 -1.76236 0.009
H -1.36600 0.46405 -3.29568 0.051
H -0.92638 0.90593 -1.52271 0.018
H -2.27459 1.79290 0.75076 -0.100
H -0.79266 1.85084 0.77314 0.011
O -1.71404 1.86471 0.07885 -0.204
```

Output
Net charge: -1
Energy relative to the best compared isomer or geometry (same formula, charge and spin), eV: 1.520
Gap between HOMO and LUMO, Ha: 0.262

***

Record 2
ORCA calculation (ωB97M-V with the def2-TZVPD basis set) on a molecular structure, C31H37N2OSc.

XYZ file:
```
72
Properties=species:S:1:pos:R:3:lowdin_charge:R:1
C 3.02157 -0.25834 2.24152 -0.153
C 3.07492 -0.99900 1.02351 -0.160
C 2.49006 -0.19974 -0.02254 -0.166
H 3.51707 -1.98444 0.90604 0.112
C 2.09669 1.05106 0.56452 -0.168
C 2.44355 1.01421 1.95077 -0.164
H 1.60385 1.87372 0.05058 0.110
C -0.77486 -2.39147 1.84671 -0.181
C 0.37871 -2.98008 1.22062 -0.162
C 0.41374 -2.55305 -0.13570 -0.114
H 1.09347 -3.65293 1.69291 0.111
C -0.77568 -1.79612 -0.39530 -0.208
C -1.43361 -1.59414 0.86441 -0.140
H 2.38804 -0.46574 -1.07305 0.111
H 2.34753 1.83947 2.65257 0.117
H 3.45778 -0.55679 3.19681 0.112
H -2.33153 -0.98817 1.00796 0.120
H 1.14370 -2.84642 -0.89353 0.126
H -1.14739 -2.59683 2.84836 0.101
Sc 0.71554 -0.62290 1.43683 0.896
C -1.50780 -1.82245 -1.72843 -0.468
C -2.90742 -2.44115 -1.50114 -0.039
C -0.77525 -2.73438 -2.72261 -0.055
H -2.80585 -3.49606 -1.20729 0.098
H -3.49184 -2.40647 -2.43238 0.086
H -3.48089 -1.91731 -0.72491 0.081
H -0.66867 -3.75638 -2.33355 0.095
H 0.20845 -2.31400 -2.94075 0.065
H -1.33424 -2.75902 -3.66751 0.099
C -1.67892 -0.40794 -2.34836 -0.034
C -0.54089 0.11293 -3.22195 -0.388
H -1.84250 0.32995 -1.54104 0.113
H -2.57995 -0.41961 -2.99483 0.134
O 0.47345 -0.53258 -3.56159 -0.009
N -0.75673 1.37324 -3.64926 0.079
C 0.25159 2.24960 -4.24729 -0.117
H -1.71567 1.67911 -3.64058 0.141
C 1.61022 1.62617 -4.30080 -0.228
C 2.67244 2.25365 -3.67187 -0.054
H 2.49557 3.21771 -3.18885 0.110
C 3.93587 1.65447 -3.64120 -0.097
H 4.75396 2.15614 -3.11981 0.098
C 4.14444 0.43584 -4.30012 -0.098
H 5.14525 0.00240 -4.34090 0.099
C 3.08337 -0.20435 -4.94200 -0.077
H 3.22531 -1.14827 -5.47398 0.104
C 1.80859 0.38692 -4.94304 -0.077
H 1.06702 -0.01046 -5.62854 0.125
H 0.29589 3.14008 -3.61464 0.116
H -0.11526 2.56993 -5.23531 0.128
C -2.57401 -0.24845 4.50943 -0.071
N -1.28682 0.19281 4.99687 -0.275
C -0.75752 -0.56811 6.10429 -0.097
C -0.28752 0.61015 4.02748 -0.182
C -0.90494 1.50120 2.97691 -0.275
C -1.71753 2.55873 3.42707 -0.062
C -2.39541 3.34042 2.48988 -0.097
C -2.19474 3.10434 1.12694 -0.094
C -1.30250 2.09784 0.69211 -0.132
C -0.70789 1.27352 1.62323 -0.149
H -3.12564 -0.67887 5.35737 0.088
H -2.48034 -1.01176 3.71429 0.075
H -3.15864 0.59059 4.10540 0.083
H -0.39819 -1.55850 5.76836 0.085
H 0.08677 -0.02094 6.54473 0.086
H -1.53260 -0.72063 6.86661 0.084
H 0.46555 1.16533 4.61816 0.133
H 0.27624 -0.27189 3.57724 0.089
H -1.82121 2.71451 4.50411 0.117
H -3.06752 4.12230 2.84015 0.096
H -2.71654 3.70991 0.38539 0.092
H -1.09167 1.98747 -0.37544 0.075
```

Output
Net charge: 0
Gap between HOMO and LUMO, Ha: 0.300

***

Record 3
ORCA calculation (ωB97M-V with the def2-TZVPD basis set) on C5H6FN in the gas phase.

XYZ file:
```
13
Properties=species:S:1:pos:R:3:lowdin_charge:R:1
C -2.50501 0.12873 -0.31283 0.168
C -1.52974 -0.39041 0.25973 -0.050
C -0.19146 -0.50213 0.75776 -0.284
N 0.98658 -1.18925 -0.01199 0.001
C 1.28842 0.06400 -0.67892 -0.184
C 0.68691 0.71601 0.59069 -0.306
F 0.02357 1.79522 0.04205 -0.041
H -3.42815 0.15962 -0.73279 -0.004
H -0.08619 -0.88221 1.73545 0.115
H 0.54878 -1.64327 -0.78566 0.077
H 0.49560 0.13511 -1.54513 0.146
H 2.38581 0.57756 -0.90443 0.161
H 1.32487 1.03101 1.58605 0.202
```

Output
Net charge: 0
SMILES string: C#C[C@H]1NC[C@H]1F
Energy relative to the best compared isomer or geometry (same formula, charge and spin), eV: 4.949
Gap between HOMO and LUMO, Ha: 0.393

***

Record 4
ORCA calculation (ωB97M-V with the def2-TZVPD basis set) on 10 unconnected molecules or ions with the total composition C36H101N9O10.

XYZ file:
```
156
Properties=species:S:1:pos:R:3:lowdin_charge:R:1
C 4.95551 -1.56290 1.21473 -0.102
O 3.82877 -2.40047 0.99458 -0.193
C 4.13784 -3.77972 0.78853 -0.193
C 4.42573 -4.09334 -0.69398 -0.424
C 3.36565 -3.55396 -1.70756 -0.071
N 4.49765 -5.52794 -0.94519 0.031
H 5.47830 -1.37787 0.27636 0.084
H 5.65616 -1.91373 1.97243 0.085
H 4.55165 -0.67686 1.70456 0.084
H 5.07516 -4.18286 1.17194 0.114
H 3.34155 -4.33468 1.28455 0.125
H 5.28534 -3.55916 -1.09874 0.130
H 3.55917 -3.63192 -2.77741 0.068
H 3.02642 -2.53336 -1.53035 0.065
H 2.48964 -4.20085 -1.66015 0.064
H 3.76054 -6.12656 -0.60104 0.072
H 5.36277 -5.82705 -0.51836 0.063
C 6.41189 -1.95179 10.91663 -0.122
O 5.57599 -2.63094 10.00819 -0.224
C 4.17794 -2.58691 10.29148 -0.159
C 3.36472 -3.06762 9.04851 -0.412
C 3.93284 -2.56337 7.74881 -0.083
N 1.89283 -2.81773 9.20231 0.038
H 7.48836 -1.97297 10.74670 0.083
H 6.40241 -2.52442 11.84405 0.079
H 6.14485 -0.91472 11.11979 0.085
H 4.03733 -3.18341 11.19288 0.125
H 4.02111 -1.51266 10.38885 0.120
H 3.41155 -4.14580 8.89537 0.127
H 5.00320 -2.75167 7.66525 0.076
H 3.73506 -1.49231 7.70617 0.081
H 3.53453 -2.95161 6.81140 0.075
H 1.41104 -3.61842 8.81909 0.058
H 1.71311 -2.13494 8.48010 0.050
C 7.10406 0.83682 -3.79285 -0.124
O 8.20811 -0.01307 -4.00963 -0.171
C 7.83689 -1.34951 -3.90355 -0.193
C 8.88809 -2.14033 -4.80028 -0.406
C 8.48847 -3.51226 -5.09289 -0.117
N 10.25858 -2.36371 -4.18305 0.022
H 6.09501 0.48025 -3.58604 0.083
H 6.95614 1.60069 -4.55622 0.085
H 7.31104 1.36530 -2.86227 0.081
H 7.90881 -1.64768 -2.85759 0.128
H 6.87158 -1.56059 -4.36367 0.119
H 9.04740 -1.57549 -5.71880 0.130
H 8.21368 -3.98644 -4.15068 0.090
H 9.11055 -4.10122 -5.76686 0.083
H 7.58859 -3.51381 -5.70797 0.076
H 10.82287 -2.83094 -4.87831 0.055
H 10.74384 -1.56741 -3.79508 0.059
C -1.62009 9.15152 -4.71020 -0.071
O -2.59624 8.48182 -5.55144 -0.230
C -3.77508 9.22136 -5.86875 -0.217
C -4.77699 8.22969 -6.50026 -0.396
C -6.21541 8.79250 -6.81750 -0.057
N -4.85735 7.19469 -5.46864 0.025
H -1.36535 10.16691 -5.01383 0.085
H -0.79900 8.43497 -4.73220 0.086
H -2.01697 9.08838 -3.69700 0.082
H -4.27429 9.75784 -5.06186 0.123
H -3.45355 9.97221 -6.59051 0.121
H -4.31387 7.87567 -7.42129 0.127
H -7.01894 8.06714 -6.94514 0.066
H -6.17287 9.28037 -7.79128 0.062
H -6.51699 9.47868 -6.02611 0.066
H -4.70208 6.23076 -5.72718 0.071
H -4.15690 7.32708 -4.75313 0.056
C 1.32708 -0.47285 -7.85559 -0.090
O 0.39789 0.48246 -8.38460 -0.199
C -0.90874 0.36411 -7.89631 -0.234
C -1.73961 1.49467 -8.43919 -0.412
C -1.34839 2.93964 -7.98906 -0.053
N -3.16185 1.23033 -8.10412 0.030
H 2.34783 -0.12545 -8.01525 0.084
H 1.17391 -1.41133 -8.38841 0.082
H 1.19124 -0.64889 -6.78851 0.081
H -1.14077 -0.48846 -8.53458 0.130
H -1.04300 0.20607 -6.82622 0.135
H -1.80548 1.56552 -9.52489 0.131
H -1.98298 3.73420 -8.38158 0.070
H -0.37846 3.31917 -8.31044 0.068
H -1.34347 3.04723 -6.90440 0.071
H -3.21587 1.52939 -7.14092 0.054
H -3.23807 0.27711 -7.77907 0.052
C 1.17848 3.35865 -1.59436 -0.090
O 0.33098 2.90065 -0.51352 -0.223
C 1.08349 2.23462 0.52143 -0.184
C 0.04800 1.70836 1.58432 -0.354
C -0.71308 2.97219 2.13652 -0.072
N 0.67566 0.89632 2.72819 0.025
H 1.96358 3.91781 -1.08539 0.082
H 0.72495 3.99113 -2.35751 0.082
H 1.55943 2.54728 -2.21457 0.079
H 1.61759 1.39673 0.07334 0.117
H 1.68840 2.99992 1.00774 0.123
H -0.70377 1.03950 1.16530 0.118
H -1.22087 3.60645 1.40991 0.070
H -0.20679 3.55999 2.90220 0.072
H -1.49539 2.57270 2.78188 0.059
H -0.02371 0.36315 3.22489 0.055
H 1.32145 0.21494 2.35566 0.045
C -7.50269 4.31779 4.07116 -0.089
O -7.88772 3.57815 5.26990 -0.170
C -9.02760 3.98714 5.93870 -0.224
C -8.90175 5.28891 6.80751 -0.431
C -7.70567 5.47255 7.69794 -0.070
N -10.10601 5.53691 7.62913 0.026
H -7.97513 4.28690 3.08935 0.077
H -6.47093 4.04309 3.85183 0.083
H -7.49015 5.40577 4.13640 0.074
H -9.80477 4.14127 5.19014 0.118
H -9.33508 3.19091 6.61662 0.119
H -8.84262 6.07432 6.05403 0.123
H -6.79527 5.46788 7.09857 0.072
H -7.67288 4.69780 8.46395 0.084
H -7.65972 6.50902 8.03220 0.080
H -10.37489 4.88878 8.35559 0.066
H -10.94442 5.79575 7.12897 0.062
C 2.39101 -8.18049 3.23929 -0.102
O 1.18731 -7.47458 3.49749 -0.193
C 0.87146 -7.23600 4.84212 -0.218
C -0.43335 -6.46483 5.01851 -0.460
C -0.34230 -5.09247 4.41343 -0.072
N -0.67240 -6.36833 6.44835 0.035
H 2.24892 -9.15101 3.71470 0.086
H 3.31799 -7.67843 3.51630 0.085
H 2.53999 -8.38300 2.17867 0.081
H 0.77419 -8.18911 5.36193 0.121
H 1.69458 -6.66257 5.26845 0.129
H -1.28185 -6.92114 4.50868 0.137
H -1.16987 -4.45572 4.72612 0.073
H -0.23519 -5.00631 3.33213 0.083
H 0.44199 -4.49792 4.88194 0.076
H -0.77616 -7.22657 6.97061 0.072
H -1.65871 -6.17990 6.33969 0.070
C -5.46568 -1.31797 -1.48500 -0.039
O -4.83462 -1.58503 -2.78461 -0.208
C -4.58362 -2.88980 -3.17242 -0.228
C -3.43935 -3.48869 -2.36770 -0.449
C -2.20258 -2.64458 -2.31034 -0.082
N -2.95337 -4.76537 -2.96303 0.035
H -4.84442 -1.87908 -0.78693 0.074
H -6.42195 -1.84021 -1.45501 0.081
H -5.63501 -0.26063 -1.28137 0.090
H -5.43181 -3.57224 -3.11834 0.121
H -4.39324 -2.87110 -4.24551 0.134
H -3.65767 -3.58937 -1.30455 0.120
H -1.71056 -2.95344 -3.23263 0.079
H -1.52598 -2.87612 -1.48773 0.074
H -2.16999 -1.56149 -2.19225 0.074
H -3.77822 -5.34795 -2.98043 0.063
H -2.37096 -5.21601 -2.27176 0.072
O -3.28769 1.92610 -3.36392 -0.051
H -3.69622 1.06493 -3.27605 0.011
H -2.83537 2.06321 -2.53155 0.025
```

Output
Net charge: 0
SMILES string: COC[C@H](C)N.COC[C@H](C)N.COC[C@H](C)N.COC[C@H](C)N.COC[C@H](C)N.COC[C@H](C)N.COC[C@H](C)N.COC[C@H](C)N.COC[C@H](C)N.O
Energy relative to the best compared isomer or geometry (same formula, charge and spin), eV: 5.093
Gap between HOMO and LUMO, Ha: 0.322

***

Record 5
ORCA calculation (ωB97M-V with the def2-TZVPD basis set) on a molecular structure, C15H12CoN4O3S3.

XYZ file:
```
38
Properties=species:S:1:pos:R:3:lowdin_charge:R:1
Co 0.45255 0.03593 -1.57436 0.526
C -2.82501 -1.63193 -5.49744 -0.415
S -3.18397 -2.00988 -3.76395 0.800
C -1.96656 -0.93730 -3.02533 -1.068
S -0.29230 -1.33370 -3.27241 0.599
N -2.46792 0.05811 -2.35065 -0.033
N -1.45427 0.79854 -1.78996 -0.114
C -1.70722 1.85002 -1.12969 -0.044
C -0.51520 2.54945 -0.59704 -0.233
C -0.61407 3.67404 0.20042 -0.001
C 0.54726 4.25725 0.68136 -0.037
C 1.77190 3.71070 0.33832 -0.039
C 1.79043 2.58670 -0.47059 -0.089
N 0.67768 2.01646 -0.92764 0.045
H -3.44246 -2.30362 -6.09123 0.029
H -1.77663 -1.81775 -5.71879 0.012
H -3.08791 -0.60111 -5.72481 0.037
H -2.71555 2.20804 -0.94111 0.139
H -1.59013 4.06839 0.44742 0.122
H 0.49513 5.12665 1.32332 0.115
H 2.70016 4.13347 0.69412 0.110
H 2.72101 2.11487 -0.75895 0.121
O 2.28894 -0.79272 -0.31295 0.003
C 1.40535 -1.07599 0.50977 -0.511
N 0.11681 -0.84043 0.20624 -0.129
S -0.89440 -1.01274 1.47490 0.641
O -1.29454 0.28751 1.94861 -0.299
O -1.90910 -1.98628 1.21257 -0.274
C 0.36562 -1.67709 2.53691 -0.205
C 0.24107 -2.17814 3.81622 -0.025
C 1.39955 -2.64347 4.42907 -0.060
C 2.62918 -2.60284 3.77531 -0.061
C 2.73458 -2.09586 2.48604 0.003
C 1.58172 -1.63679 1.87844 -0.129
H -0.71648 -2.21070 4.31790 0.124
H 1.34386 -3.04783 5.43133 0.108
H 3.51115 -2.97715 4.27799 0.106
H 3.67978 -2.06279 1.96066 0.124
```

Output
Net charge: 0
Spin multiplicity: 4
<S²>: 3.760
Gap between HOMO and LUMO (alpha / beta), Ha: 0.272 / 0.272

***

Let's list electronic energy in order: -1105.83062; -2148.89528; -348.55034; -2676.97153; -3600.90421 hartree.